# C50H53AsF3N6O7Rb

A structure of composition C50H53AsF3N6O7Rb at a distorted geometry (wB97M-V/def2-TZVPD, the Open Molecules 2025 dataset).

orbital gap	4.50	eV
net charge	-2
HOMO level	-1.64	eV
DFT total energy	-5351.71698	Eh
LUMO	2.860	eV
maximum force	0.0632	hartree/bohr

Last column: Mulliken charge in e.
Cartesian coordinates (Å):
Rb  0.4850  1.0500  -1.0270  0.592
C  -3.0764  1.6553  -4.2373  -0.200
O  -3.5622  1.4118  -2.8762  -0.016
C  -4.8453  1.7752  -2.6962  0.147
C  -5.9067  1.7243  -3.5489  -0.288
C  -7.2178  2.0372  -3.1423  -0.632
C  -7.4009  2.6548  -1.8969  -0.298
C  -6.3173  2.7868  -1.0218  -0.659
C  -5.1410  2.1366  -1.3402  0.351
N  -4.0325  1.8866  -0.5281  0.369
N  -4.2209  2.1014  0.7227  -0.616
C  -3.1660  1.7780  1.5209  -0.320
C  -2.0986  0.7592  1.0310  0.089
O  -2.0977  0.2471  -0.1094  -0.828
C  -1.1565  0.4126  2.0481  0.102
C  -1.0347  1.0595  3.2382  -1.400
C  -1.9823  2.0686  3.6300  1.110
C  -1.7881  2.7415  4.8102  -0.274
C  -2.7920  3.5412  5.3625  -0.814
C  -3.9810  3.6798  4.6558  -0.510
C  -4.1830  3.0745  3.4006  -0.677
C  -3.1616  2.2932  2.8572  0.564
H  -3.3895  2.6540  -4.6712  0.370
H  -3.5045  0.9273  -4.8858  0.330
H  -1.9723  1.5835  -4.1684  -0.360
H  -5.8103  1.2938  -4.5534  0.262
H  -8.0907  1.8353  -3.8140  0.294
H  -8.4005  3.0379  -1.6186  0.291
H  -6.4032  3.3221  -0.0826  0.390
H  -0.4518  -0.3763  1.7857  0.768
H  -0.2456  0.7777  3.9369  0.447
H  -0.7894  2.7796  5.3134  0.248
H  -2.6127  4.0871  6.2909  0.363
H  -4.7356  4.3005  5.0897  0.400
H  -5.1591  3.2651  2.8814  0.259
O  0.2039  2.4957  -5.9631  -0.705
C  0.6565  2.2360  -4.8424  -0.204
N  0.3600  1.1830  -4.0810  0.138
C  1.1182  0.0542  -4.0880  -0.375
O  2.3547  0.0457  -4.3165  -0.865
C  0.5017  -1.3019  -3.7307  0.723
C  1.2412  -2.3859  -4.2461  -0.647
C  0.8185  -3.6994  -3.9971  -0.386
C  -0.3862  -3.7755  -3.3351  -0.729
C  -1.0407  -2.6068  -2.8157  -0.228
N  -0.6435  -1.3864  -3.0466  0.088
C  1.6595  3.2597  -4.2305  0.832
C  2.8922  3.5041  -4.8837  -0.260
C  3.5553  4.6647  -4.5463  -0.594
C  3.1283  5.3997  -3.3986  -0.585
C  1.9332  5.0593  -2.8480  -0.285
N  1.2547  3.9648  -3.2076  -0.262
H  2.2135  -2.1265  -4.7115  0.353
H  1.4782  -4.5341  -4.2040  0.443
H  -0.8456  -4.7266  -3.2072  0.417
H  -2.0090  -2.6816  -2.2467  0.376
H  3.2315  2.7473  -5.6546  0.367
H  4.4081  5.0948  -5.0686  0.378
H  3.7546  6.0706  -2.8680  0.406
H  1.4071  5.6166  -2.1370  0.478
O  0.9188  -1.6086  1.0646  -0.161
H  1.7628  -1.4546  0.6125  0.093
H  0.7313  -2.5662  0.9980  0.219
F  0.9100  6.7804  5.1158  -0.273
C  -0.1324  6.4821  4.2800  0.623
F  -0.8411  7.6584  4.0428  -0.300
F  -0.9701  5.7431  5.0797  -0.151
C  0.2341  5.7133  2.9693  0.489
C  1.0901  4.5863  3.1513  -0.700
C  1.4525  3.8324  2.0435  -0.241
N  0.9518  4.1300  0.8392  -0.174
C  0.0519  5.1119  0.7105  -0.197
C  -0.3105  6.0001  1.7349  -0.887
H  1.6129  4.3650  4.0893  0.400
H  2.0916  2.9673  2.2052  0.363
H  -0.4479  5.0863  -0.2745  0.537
H  -0.9217  6.8572  1.5423  0.515
C  5.2772  1.7754  -0.0078  -0.921
As  4.5467  0.0248  -0.4803  0.372
C  5.0208  -0.3412  -2.3268  -0.783
C  5.7581  -1.2034  0.3033  -1.113
O  2.8718  -0.1852  -0.3106  -0.004
H  5.8413  1.6691  0.9741  0.334
H  4.4152  2.4526  0.2262  0.159
H  6.0003  2.1851  -0.7843  0.313
H  5.8402  0.3356  -2.6080  0.402
H  4.1054  -0.1523  -2.9350  0.060
H  5.3278  -1.3990  -2.5096  0.317
H  5.2057  -2.1212  0.3486  0.249
H  5.9494  -0.7781  1.3114  0.404
H  6.6919  -1.2650  -0.2511  0.387
C  3.5771  -5.3291  1.8249  -1.442
C  2.7327  -5.9007  0.6336  0.409
C  2.8324  -4.9742  -0.6110  -1.298
C  1.3116  -6.2230  0.9860  -0.165
C  0.7137  -7.4047  0.5948  -0.357
C  -0.5760  -7.7905  0.8821  -1.547
C  -1.3027  -6.9768  1.7028  -0.127
C  -0.8494  -5.8321  2.2170  0.036
C  -1.6665  -5.0527  3.1724  0.567
C  -1.9660  -3.6127  2.6938  -1.262
C  -0.8609  -5.1784  4.4450  -1.523
C  0.4548  -5.3539  1.7838  1.623
O  0.8567  -4.2168  2.1644  -1.121
H  4.5525  -4.8788  1.4813  0.331
H  3.8494  -6.1352  2.5172  0.322
H  3.0110  -4.5211  2.3067  0.241
H  3.1299  -6.8229  0.2538  0.450
H  2.6554  -3.9642  -0.2860  0.028
H  2.0866  -5.2460  -1.3679  0.341
H  3.8219  -4.9623  -1.0672  0.447
H  1.4180  -8.0709  0.0340  0.158
H  -0.9216  -8.6708  0.3763  0.305
H  -2.3376  -7.2400  1.9777  0.235
H  -2.6502  -5.5717  3.2349  0.429
H  -0.9580  -3.1183  2.5405  0.103
H  -2.4341  -3.0067  3.5165  0.371
H  -2.6550  -3.6633  1.8286  0.384
H  0.1437  -4.7739  4.1887  0.277
H  -0.8048  -6.1813  4.8406  0.358
H  -1.2039  -4.5423  5.2984  0.367

---

# C50H57AuN2O6SSiTe

A structure of composition C50H57AuN2O6SSiTe (wB97M-V/def2-TZVPD, the Open Molecules 2025 dataset).

orbital gap (spin up / spin down)	6.18 / 4.25	eV
2S+1	3
net charge	0
⟨S²⟩	2.01
HOMO level (spin up / spin down)	-6.74 / -7.30	eV
DFT total energy	-3591.91997	Eh
LUMO (spin up / spin down)	-0.554 / -3.057	eV
maximum force	0.0117	hartree/bohr

Last column: Mulliken charge in e.
Cartesian coordinates (Å):
Au  -0.1824  -0.0449  -0.5673  0.893
C  -0.7392  -3.4013  6.1244  -1.668
C  -0.7439  -2.9573  4.6831  0.158
C  -1.5281  -3.5761  3.7227  -0.714
C  -1.5164  -3.2225  2.3741  0.907
C  -2.3911  -4.0783  1.4977  -0.199
O  -2.7311  -5.1745  1.9125  -0.660
C  -2.8328  -3.6716  0.1280  0.204
C  -3.0436  -4.6982  -0.7921  -0.805
C  -3.4378  -4.4160  -2.0901  -0.756
C  -3.6027  -3.0951  -2.4866  -0.428
C  -3.4242  -2.0703  -1.5682  -1.049
C  -3.0737  -2.3573  -0.2578  1.126
C  -0.6531  -2.1847  1.9013  0.155
O  -0.5606  -1.9110  0.6487  -0.576
C  0.1395  -1.5550  2.9052  -0.477
C  0.0821  -1.9336  4.2391  0.020
C  1.1332  -0.4964  2.5889  0.069
N  0.7858  0.7170  2.4319  -0.434
C  -0.5972  1.1539  2.5300  2.215
C  -0.6905  2.0377  3.7741  -1.286
Te  1.2933  2.7929  3.9625  0.488
C  1.0813  4.4719  2.7062  0.276
C  0.2869  5.5378  3.1123  -0.396
C  0.2190  6.6739  2.3208  -0.570
C  0.9359  6.7380  1.1327  -0.523
C  1.7122  5.6628  0.7245  -0.474
C  1.7943  4.5254  1.5140  -0.166
C  2.5897  -0.8516  2.6231  0.504
C  2.9843  -2.1507  2.9412  -0.053
C  4.3283  -2.4785  3.0461  -0.988
C  5.3004  -1.5187  2.8169  -0.450
C  4.9236  -0.2260  2.4789  -1.006
C  3.5836  0.1033  2.3804  0.133
H  -1.4932  -4.1686  6.2926  0.382
H  -0.9333  -2.5684  6.8036  0.348
H  0.2324  -3.8223  6.3956  0.329
H  -2.1837  -4.3893  4.0078  0.438
H  -2.8895  -5.7192  -0.4698  0.477
H  -3.6183  -5.2229  -2.7891  0.397
H  -3.8938  -2.8655  -3.5047  0.450
H  -3.5515  -1.0317  -1.8457  0.021
H  -3.0070  -1.5402  0.4490  0.171
H  0.7315  -1.4312  4.9549  0.534
H  -1.3140  0.3339  2.5566  -0.998
H  -0.8152  1.7383  1.6453  -0.684
H  -0.8814  1.4682  4.6844  0.587
H  -1.4164  2.8423  3.6808  0.474
H  -0.2601  5.4966  4.0467  0.412
H  -0.3917  7.5093  2.6366  0.405
H  0.8846  7.6292  0.5210  0.422
H  2.2561  5.7056  -0.2098  0.397
H  2.4034  3.6864  1.1979  0.231
H  2.2307  -2.9058  3.1177  0.388
H  4.6106  -3.4888  3.3122  0.435
H  6.3484  -1.7780  2.8978  0.425
H  5.6791  0.5267  2.2916  0.451
H  3.2966  1.1041  2.1028  0.390
S  3.2719  2.3594  -2.1817  -0.347
C  1.8841  3.3460  -2.3776  -0.340
C  0.7438  2.7265  -1.9597  -0.851
C  0.9719  1.4181  -1.4559  -1.010
C  2.2966  1.0773  -1.5303  0.474
C  2.7896  -0.2517  -1.1977  1.361
C  4.1266  -0.6439  -1.2121  -0.882
C  4.4446  -1.9558  -0.9162  -0.483
C  3.4312  -2.8556  -0.6120  -0.945
C  2.1269  -2.3943  -0.6006  -0.468
N  1.8246  -1.1322  -0.8841  0.082
H  1.9835  4.3281  -2.8153  0.561
H  -0.2316  3.1855  -2.0291  0.552
H  4.8919  0.0818  -1.4555  0.387
H  5.4778  -2.2791  -0.9250  0.435
H  3.6433  -3.8919  -0.3903  0.468
H  1.2863  -3.0327  -0.3578  0.636
C  -4.6996  0.8694  -3.2380  -1.374
C  -5.5551  0.7162  -1.9812  1.658
C  -6.3537  -0.5821  -2.0375  -1.456
C  -6.5224  1.8984  -1.8688  -1.658
O  -4.7318  0.6196  -0.8204  0.797
Si  -3.5310  1.5521  -0.1946  -3.517
O  -2.1101  0.8831  -0.3421  2.343
O  -3.8679  1.8318  1.4046  0.762
C  -4.8226  1.3301  2.3342  2.003
C  -4.4958  -0.1261  2.6640  -1.522
C  -4.7032  2.1978  3.5889  -1.742
C  -6.2483  1.4269  1.7947  -1.360
O  -3.6916  2.9954  -0.9922  0.477
C  -3.3024  4.3353  -0.7328  2.069
C  -2.0941  4.4005  0.1891  -1.390
C  -2.9690  4.9641  -2.0833  -2.001
C  -4.4808  5.0688  -0.0908  -1.861
H  -5.3368  0.9640  -4.1184  0.572
H  -4.0487  0.0024  -3.3676  0.215
H  -4.0766  1.7598  -3.1465  -0.001
H  -6.9524  -0.6231  -2.9492  0.404
H  -7.0212  -0.6478  -1.1760  0.308
H  -5.6806  -1.4400  -2.0097  0.127
H  -7.1078  1.9910  -2.7851  0.518
H  -5.9604  2.8172  -1.7077  0.092
H  -7.2059  1.7559  -1.0305  0.321
H  -3.4543  -0.2189  2.9828  0.066
H  -4.6410  -0.7469  1.7770  0.160
H  -5.1378  -0.4974  3.4648  0.578
H  -3.8262  1.9146  4.1752  0.307
H  -5.5881  2.0914  4.2173  0.339
H  -4.6030  3.2454  3.2973  0.292
H  -6.3249  0.8738  0.8623  -0.135
H  -6.5150  2.4704  1.6082  0.359
H  -6.9488  1.0038  2.5165  0.590
H  -1.3343  3.6980  -0.1576  -0.205
H  -2.3878  4.1091  1.1976  -0.008
H  -1.6739  5.4075  0.2073  0.694
H  -2.1709  4.4024  -2.5698  0.371
H  -2.6588  6.0046  -1.9659  0.419
H  -3.8466  4.9285  -2.7307  0.410
H  -4.7938  4.5353  0.8088  0.100
H  -5.3227  5.1077  -0.7842  0.413
H  -4.1968  6.0897  0.1761  0.486